1.
11
Properties=species:S:1:pos:R:3:forces:R:3 method="wB97M-V/def2-TZVPD" multiplicity=1 largest_force_ev_per_a=2.571 lumo_energy_ev=3.36 charge=-1 relative_energy_kcal_mol=0.0
S 1.53456 -1.73026 -0.15399 0.4718 0.4619 -0.9725
O -2.01109 -0.53671 -0.95133 -0.1764 0.1016 -0.8511
O -0.85045 1.12368 0.29624 -1.9350 0.7031 0.8486
O -2.77642 -0.28614 1.15400 0.3711 0.7350 0.7226
N 0.31553 -0.74269 0.40007 -0.6667 0.6195 0.0234
N 1.25522 1.36028 -0.32020 1.7005 -1.8685 0.4754
C 0.24317 0.52274 0.14036 0.0823 -0.4226 0.1139
C -2.11759 -0.15572 0.17108 -0.7006 -0.6990 -0.5284
H 1.58351 -2.17327 1.04986 0.9547 -1.3210 1.3274
H 1.92047 0.71943 -0.73631 0.7481 0.2750 0.0765
H 0.90309 1.89865 -1.04978 -0.8497 1.4150 -1.2358

---

2.
89
Properties=species:S:1:pos:R:3:forces:R:3 method="wB97M-V/def2-TZVPD" multiplicity=1 largest_force_ev_per_a=1.373 lumo_energy_ev=-0.63 relative_energy_kcal_mol=30.9
Au 0.15410 1.35765 0.64186 -0.8496 0.2729 1.0439
F 4.42965 2.05250 -0.72341 0.0232 0.0906 0.0526
F 3.86633 6.61705 -1.68745 0.0061 0.0042 0.0026
F 0.09074 3.91809 -0.98767 0.0486 0.0247 0.1529
F 5.48027 4.45797 -1.27494 0.0091 -0.0015 -0.0276
F 1.16017 6.30280 -1.50787 0.0077 -0.0152 -0.0307
O 1.78140 1.67075 -0.52233 -0.4544 -0.6940 0.2310
O -1.71792 1.34940 1.72234 1.1292 -0.3429 -0.5051
N -0.98623 -1.66739 0.38200 -0.1645 -0.0415 -0.0657
N -2.78425 2.29288 3.43001 -0.0740 -0.1297 -0.2343
N 0.15459 -1.03855 -1.48291 -0.1376 -0.3402 0.0308
C -1.71603 -1.78600 1.60093 0.0088 -0.0610 0.0526
C -1.67081 -0.53234 -3.95564 0.0394 0.0821 -0.0662
C -1.79253 2.29681 2.54009 -0.2063 0.3848 0.3132
C 3.00260 0.59550 -4.09632 0.0378 0.0641 0.0117
C -0.76841 0.69369 -3.77315 -0.0912 -0.1581 0.2053
C 1.19804 -2.73786 3.07012 0.0103 0.0546 -0.0925
C -5.02021 -1.12008 0.25709 0.0824 0.0026 -0.0403
C 3.39279 -0.22588 -3.05532 -0.0091 0.0209 0.0196
C 1.65882 0.86482 -4.29362 0.0219 0.0568 0.0641
C 4.15426 4.32204 -1.20001 0.0197 0.0104 -0.0488
C -4.43385 -3.55682 0.04538 0.0601 0.0417 -0.0179
C 3.66470 -2.89988 -1.60449 -0.0686 0.0297 0.0452
C 2.45013 -0.78080 -2.19799 -0.0607 -0.0427 -0.0070
C -0.91085 -2.74832 -0.51263 0.1024 -0.0440 0.1761
C 1.43371 4.01621 -1.03467 -0.0708 -0.2174 -0.0022
C 0.45506 -1.40925 2.89939 -0.0367 -0.0425 0.1272
C 3.33976 5.42121 -1.40865 -0.0078 -0.0105 0.0258
C -1.39509 1.66803 -2.77331 0.0659 0.0450 -0.1003
C -1.04077 -1.66514 2.82466 0.1040 -0.0848 -0.0339
C 3.76994 -0.90110 -0.06303 -0.1125 -0.0535 0.0269
C 0.54489 2.94411 2.10235 0.1219 -0.1575 -1.0465
C -0.21983 -2.38064 -1.60276 -0.0226 0.1261 -0.0553
C 2.91226 -1.68021 -1.06603 0.1369 0.0497 0.0507
C -0.82308 3.44054 2.52988 0.2128 -0.0517 0.1993
C 1.09876 -0.47320 -2.39613 0.0374 -0.0093 -0.0494
C 1.97186 5.25691 -1.32042 0.0053 0.0336 0.0051
C 0.82917 -0.43618 4.01848 0.0370 -0.0568 -0.0817
C 0.67941 0.34711 -3.44986 -0.0329 -0.0393 -0.1390
C -1.75125 -1.88547 3.99893 -0.0461 0.0748 0.0280
C -3.88201 -2.14540 0.26846 -0.0809 0.0337 0.0659
C -3.10114 -2.19467 3.97664 0.0233 0.0039 -0.0280
C 2.22341 2.88402 -0.79255 -0.0578 0.4556 0.0967
C -3.76127 -2.26995 2.76394 0.0038 0.0184 0.0569
C 3.60587 3.08995 -0.90611 -0.0283 -0.1454 0.0385
C -3.08923 -2.06625 1.56248 -0.0081 0.0550 -0.0810
B -0.29336 -0.55970 -0.20929 0.3487 0.7690 -0.6983
H -1.54965 1.18652 -1.80733 0.0032 0.0061 0.0412
H 1.89181 -0.19398 3.95709 -0.0160 0.0437 -0.0157
H 0.02665 -2.95817 -2.47881 0.0296 -0.0220 0.0261
H 3.04635 -3.46066 -2.30752 0.0184 -0.0150 -0.0115
H -3.62969 -2.38924 4.90133 -0.0174 0.0332 0.0009
H 2.27437 -2.57089 3.14760 -0.0017 -0.0039 -0.0065
H -3.22607 -1.89885 -0.56457 0.0954 -0.0218 0.0025
H -3.64601 -4.30900 0.10274 0.0109 0.0033 -0.0208
H -0.76268 2.54381 -2.62405 -0.0580 -0.0668 -0.0167
H 0.65417 -0.86549 5.00596 -0.0185 0.0028 0.0133
H -2.61872 -0.22638 -4.40388 0.0031 -0.0077 -0.0090
H 0.86105 -3.24391 3.97726 0.0146 -0.0253 0.0033
H -5.73849 -1.30901 1.05685 -0.0105 -0.0003 -0.0014
H 4.57889 -2.60047 -2.12019 0.0084 -0.0200 -0.0099
H -0.73270 1.20837 -4.73696 0.0283 -0.0059 -0.0134
H 1.01426 -3.39700 2.21979 -0.0109 -0.0198 0.0179
H -1.89161 -1.01068 -3.00248 -0.0004 -0.0134 0.0004
H 2.04003 -2.04928 -0.52664 -0.0522 0.0215 -0.0326
H -1.20474 -1.26850 -4.61315 -0.0263 -0.0229 0.0034
H 3.24738 -0.00149 0.26478 0.0718 -0.0681 0.0103
H 1.08655 2.46656 2.91907 0.0194 0.0338 0.0396
H -4.82110 -2.49383 2.75054 0.0002 -0.0251 -0.0236
H -1.33154 -3.70831 -0.26657 -0.0639 -0.0070 -0.0118
H -1.24074 -1.83296 4.95192 0.0244 0.0130 -0.0058
H -5.55535 -1.16758 -0.69308 -0.0166 0.0170 0.0097
H -4.62886 -0.10843 0.37799 -0.0111 0.0125 0.0070
H 4.71859 -0.59436 -0.50814 -0.0075 0.0085 0.0131
H -5.17972 -3.80474 0.80319 -0.0175 -0.0095 -0.0052
H -4.90611 -3.63184 -0.93554 -0.0280 -0.0022 0.0156
H 1.35649 1.49725 -5.12035 -0.0094 0.0025 0.0035
H 1.15622 3.72355 1.65870 0.0213 0.2286 0.2710
H 3.74553 1.02992 -4.75370 -0.0057 -0.0151 -0.0158
H 3.98659 -1.52435 0.80784 0.0474 -0.0244 -0.0103
H -2.36650 2.00618 -3.14239 -0.0078 -0.0088 0.0080
H 0.25724 0.48968 3.94039 0.0067 0.0251 0.0365
H -2.92305 3.06497 4.05590 0.0487 0.0195 -0.0001
H 0.77988 -0.96575 1.95660 0.0144 -0.0242 0.0151
H -0.82113 3.93660 3.50727 -0.1522 0.0274 -0.0189
H 3.94200 -3.56628 -0.78521 0.0173 0.0032 -0.0041
H 4.44554 -0.42319 -2.89358 0.0000 -0.0293 -0.0131
H -1.20258 4.16080 1.79807 -0.0739 -0.0419 -0.0129
H -3.47706 1.56140 3.38675 0.0393 -0.0663 0.0494

---

3.
14
Properties=species:S:1:pos:R:3:forces:R:3 method="wB97M-V/def2-TZVPD" multiplicity=1 largest_force_ev_per_a=6.386 lumo_energy_ev="-0.23 / -0.23" relative_energy_kcal_mol=30.0
S -2.86267 -0.55561 -0.67531 -0.7277 0.0285 -1.0459
S -1.53187 -0.78114 0.67153 2.0317 1.2406 1.1746
O 0.31918 -1.55809 -1.39052 0.5194 -0.4757 -0.5950
C -0.05617 1.24446 -0.58023 2.4626 0.1737 1.2394
C -0.19496 0.23803 0.53264 -1.1395 -0.2878 0.8081
C 0.74703 0.13601 1.76803 1.0694 4.7657 -4.1142
H 0.84712 -1.90826 -2.12851 -0.5695 0.0521 0.3241
H -0.73358 1.07597 -1.37522 -0.8947 0.0797 -0.5428
H -0.00428 2.28332 -0.19806 -0.8463 -0.3985 0.0301
H 0.84688 1.23009 2.17506 -0.7197 -2.3044 0.1963
H -0.58096 -1.91794 -1.45869 0.3865 0.0911 -0.2888
H 0.97857 1.21488 -1.00596 -0.6074 -0.5952 0.2409
H 0.45596 -0.69194 2.26427 -0.8908 -2.0646 2.6951
H 1.76975 -0.00979 1.40096 -0.0740 -0.3052 -0.1220

---

4.
13
Properties=species:S:1:pos:R:3:forces:R:3 method="wB97M-V/def2-TZVPD" multiplicity=1 largest_force_ev_per_a=0.665 smiles="[NH2+]=C1NCPN1" lumo_energy_ev=-3.31 charge=+1 relative_energy_kcal_mol=0.0
P 2.10934 0.54919 -0.02746 -0.5426 -0.3603 0.1365
N -1.79591 0.87183 -0.12232 -0.1848 0.0463 -0.0281
N -0.18843 -0.81693 -0.05568 -0.1729 -0.1220 0.1188
N 0.50520 1.30006 -0.12908 0.1209 0.0847 -0.3030
C -0.53460 0.46293 -0.10887 0.0854 0.0919 0.1654
C 1.22193 -1.10593 -0.24618 0.5886 -0.0676 -0.2864
H -0.86269 -1.56610 -0.07200 -0.0932 0.1240 0.0047
H 1.56938 -1.85030 0.47458 0.0088 0.2063 -0.0514
H -2.02584 1.85186 -0.10465 0.0265 -0.0566 0.0287
H -2.56013 0.21654 -0.11397 0.0390 0.0226 -0.0325
H 1.39063 -1.50566 -1.25462 0.0101 0.1470 0.1801
H 0.36835 2.29008 -0.26164 -0.0335 -0.0426 -0.0143
H 2.10041 0.50216 1.38508 0.1475 -0.0737 0.0816

---

5.
15
Properties=species:S:1:pos:R:3:forces:R:3 method="wB97M-V/def2-TZVPD" multiplicity=1 largest_force_ev_per_a=0.275 smiles="CCNC(C)=O" lumo_energy_ev=0.92 relative_energy_kcal_mol=4.5
O 0.86300 -1.60680 0.79550 0.0533 0.2432 -0.1177
N 0.15528 0.10706 -0.51391 0.0664 0.0315 0.1037
C 1.09190 -0.55088 0.22895 0.0100 -0.0896 0.0123
C -1.21306 -0.36429 -0.59587 -0.1226 -0.1122 -0.0629
C -2.17125 0.42853 0.28642 -0.0456 0.0234 0.0444
C 2.45728 0.10066 0.25891 0.0820 0.0277 0.0525
H -1.53914 -0.34309 -1.64240 0.0378 0.0287 0.1418
H -3.18849 0.03786 0.17975 0.1188 0.0697 0.0350
H 3.06657 -0.30234 -0.55461 -0.0765 0.0194 0.0567
H 2.40439 1.18619 0.14659 0.0174 -0.0864 -0.0005
H 0.37898 1.02328 -0.87036 -0.0105 -0.1481 0.0455
H -1.87896 0.34781 1.33832 -0.0329 -0.0004 -0.1497
H -2.18764 1.49121 0.01705 0.0165 -0.1564 0.0052
H 2.94633 -0.14709 1.20096 -0.0678 0.0234 -0.0898
H -1.18518 -1.40810 -0.27531 -0.0461 0.1261 -0.0765

---

6.
11
Properties=species:S:1:pos:R:3:forces:R:3 method="wB97M-V/def2-TZVPD" multiplicity=1 largest_force_ev_per_a=1.315 lumo_energy_ev=-1.32 relative_energy_kcal_mol=123.6
O -0.46216 0.76975 0.55494 -0.4796 -0.6513 -0.5195
C -1.83015 0.63911 -0.10121 0.4209 0.4426 0.4420
C -0.63882 -1.71494 -1.55510 0.5691 0.1318 0.2082
C 3.00217 -0.19245 0.83409 -0.8061 0.1993 -0.0832
C 0.06153 -1.00502 -0.77730 0.0799 -0.8677 -0.7556
C 0.45273 -0.08165 0.12314 -0.2874 -0.2767 -0.3025
C 1.82682 -0.04968 0.58532 0.1921 0.1310 0.1962
H 4.04716 -0.30804 1.06587 -0.4605 0.0715 -0.0862
H -2.43990 1.05235 0.68731 -0.2787 0.3831 -0.1348
H -1.78918 1.24218 -1.01335 -0.0099 0.0662 0.3506
H -2.23019 -0.35161 -0.40370 1.0603 0.3701 0.6849